The following is a DFT calculation (ωB97M-V/def2-TZVPD) of 3 unconnected molecules or ions with the total composition C12H21BO12S.

Geometry (Å):
S: -2.20548 -1.08229 0.86195
O: -4.80870 0.31282 -2.24909
O: -3.66800 -1.58680 -2.64419
O: -2.34717 0.40315 0.24608
O: 2.82614 -2.61722 0.62068
O: 1.57412 -0.72335 1.22129
O: 1.37302 -2.74073 2.51659
O: 4.85963 1.76599 0.59978
O: 6.36084 3.30224 -0.08428
O: -0.58856 -1.21920 0.85003
O: -5.85917 -1.63903 -2.11726
O: 7.01331 1.22674 0.50857
O: -2.64797 -0.91792 2.22657
C: -4.68044 -1.02731 -2.36876
C: 0.28645 -0.25837 1.50031
C: -1.57626 0.70883 -0.93835
C: 6.36860 0.13575 1.19571
C: 0.12752 1.13420 0.91536
C: -0.12769 1.09717 -0.59012
C: 6.10648 2.20912 0.30260
C: 6.97015 -1.18282 0.79145
C: 4.92316 0.34952 0.78857
C: -6.20722 0.63746 -2.11387
C: -6.75494 -0.66841 -1.56422
C: -6.38548 1.84465 -1.23360
B: 1.87254 -2.06258 1.43336
H: 0.56133 0.37979 -1.04017
H: -2.12141 1.53062 -1.39738
H: -0.66918 1.65890 1.44095
H: -5.95763 2.73030 -1.70020
H: -7.76947 -0.89738 -1.87732
H: 0.08906 -0.29223 2.57340
H: 0.63861 -3.32937 2.34785
H: -6.67999 -0.70460 -0.47431
H: -6.59293 0.81631 -3.12160
H: 1.06264 1.65934 1.11827
H: 8.00674 -1.25265 1.11642
H: 6.93657 -1.29540 -0.29257
H: 4.19354 0.04839 1.53464
H: -7.44828 2.02448 -1.06514
H: 2.76828 -2.27097 -0.27329
H: 6.40615 -1.99771 1.24775
H: 0.10446 2.07171 -1.02020
H: 6.49004 0.31458 2.26807
H: 4.70102 -0.14267 -0.16238
H: -1.62819 -0.13816 -1.62568
H: -5.89625 1.68509 -0.27227

Results
HOMO	-10.209	eV
E_tot	-1795.94069	Ha